Record 1
The following is a DFT calculation (the ωB97M-V functional and the def2-TZVPD basis) of a structure of composition C16H36AlBrClFN4O15Si2 at a distorted geometry.

Each line ends with the Mulliken charge.
Atoms and positions in Å:
H1 0.718 7.012 0.288  0.334
H2 -0.919 -6.372 -2.149  0.439
C1 1.487 0.521 -3.974  -0.688
Cl1 -0.761 -2.344 -1.524  -0.746
Si1 4.259 -1.392 2.610  0.476
Al1 -1.072 -3.408 4.077  0.778
H3 1.916 -0.805 -7.179  0.357
N1 0.004 4.626 -0.910  -0.086
H4 0.335 -2.683 1.167  -0.200
O1 -0.444 -0.250 1.145  -0.443
O2 -3.132 -0.956 7.370  -0.608
O3 -2.305 -0.346 2.397  -0.387
C2 0.836 6.929 -0.793  -1.231
C3 -0.123 5.899 -1.357  0.817
O4 -1.236 -5.474 -1.931  -0.327
H5 -0.053 -4.435 1.280  0.069
H6 0.424 3.679 0.895  0.201
N2 -3.206 3.185 2.034  0.935
O5 -1.916 4.167 6.786  -0.528
H7 0.610 7.891 -1.243  0.292
C4 1.973 -3.960 0.841  -0.698
O6 1.009 -0.821 -3.841  -0.060
H8 -2.781 2.702 4.818  0.690
H9 -2.738 0.972 -4.179  0.257
H10 4.586 0.033 2.446  -0.106
H11 2.923 -2.228 -1.071  -0.248
H12 2.871 -3.524 -4.937  0.387
H13 1.771 -4.544 -0.046  0.293
C5 -2.685 2.181 5.765  -0.247
O7 -3.189 2.458 1.035  -0.553
C6 -2.067 2.318 8.232  -0.383
F1 0.683 -3.540 2.970  -0.235
H14 2.969 -2.213 -7.127  0.437
O8 -2.259 0.371 -3.593  -0.346
C7 -2.373 1.033 8.379  -0.423
H15 1.403 -3.730 -4.190  0.306
C8 -2.784 -0.850 -4.060  0.582
H16 1.868 6.666 -1.028  0.334
O9 -3.606 -0.755 -4.991  -0.786
C9 2.392 -1.520 -6.512  -1.534
H17 -0.077 -0.604 -5.610  0.610
C10 1.341 -2.260 -5.702  -0.088
C11 -2.861 0.225 7.233  0.283
H18 -3.353 0.287 5.109  0.670
O10 -2.359 -1.872 -3.489  -0.656
H19 -0.660 3.980 -1.311  0.168
N3 2.030 -3.047 -4.617  -0.213
H20 2.270 -2.369 -3.872  0.273
O11 4.252 -2.157 1.134  -0.197
Br1 -1.610 1.309 3.079  0.313
Si2 2.771 -2.289 0.405  0.430
H21 -2.000 -5.189 -2.488  0.417
H22 0.888 1.092 -4.683  0.313
H23 2.920 -1.494 3.236  -0.158
H24 0.815 -2.966 -6.344  0.467
H25 1.555 3.333 -0.427  0.197
O12 -4.195 3.199 2.786  -0.634
H26 2.536 0.527 -4.285  0.279
O13 -0.972 6.203 -2.179  -0.663
C12 -2.199 2.998 6.909  0.034
C13 0.961 4.115 0.053  -0.671
H27 -1.422 -5.339 -0.967  0.357
H28 -0.464 -1.970 -4.576  0.145
H29 -2.284 0.518 9.328  0.408
N4 -1.491 -0.806 1.335  0.832
C14 0.661 -3.658 1.517  0.425
H30 1.934 -1.161 0.851  -0.067
C15 0.362 -1.361 -4.961  -0.561
H31 1.618 4.899 0.412  0.311
O14 -1.866 -1.791 0.752  -0.401
C16 -2.995 0.898 5.928  -0.328
H32 -1.710 2.928 9.052  0.409
H33 3.095 -0.982 -5.875  0.373
O15 -2.174 3.855 2.340  -0.597
H34 2.654 -4.506 1.492  0.425
H35 1.419 0.988 -2.996  0.123
H36 5.223 -2.028 3.526  -0.153

Output
* lowest unoccupied orbital energy: -2.6 eV
* molecular weight: 742.0 u
* orbital gap: 3.61 eV



Record 2
The following is a DFT calculation (the ωB97M-V functional and the def2-TZVPD basis) of a cluster of 7 separate species, C30H80BF6N6O14S2 in total at a distorted geometry.

Each line ends with the Mulliken charge.
Atoms and positions in Å:
H1 -1.073 1.486 2.052  0.096
C1 -0.556 1.208 -3.403  0.758
H2 -6.630 0.361 3.191  0.284
H3 2.350 -1.009 -5.547  0.052
C2 -0.893 0.523 2.529  -0.050
S1 -0.175 -2.549 -6.512  0.860
H4 4.593 1.484 -3.576  0.339
H5 3.681 4.346 -1.221  0.468
C3 -0.160 2.241 -4.452  -1.151
H6 2.416 2.364 -0.787  0.250
H7 -4.276 1.551 -1.040  0.542
H8 1.550 4.376 -4.571  0.335
H9 -4.630 -2.653 1.972  0.104
H10 -0.181 -5.782 4.185  0.419
C4 1.211 -1.700 4.403  -0.317
H11 1.986 -4.000 3.578  0.419
O1 -1.696 -4.254 -4.393  -0.594
F1 -1.101 -2.397 -3.036  -0.254
O2 -1.196 0.546 3.953  -0.374
C5 4.394 5.552 1.093  -0.702
H12 -0.893 2.136 -5.252  0.569
H13 -2.647 1.952 -3.250  0.495
H14 3.638 0.858 -2.218  -0.140
C6 2.946 -4.233 -1.540  -0.463
N1 -1.877 1.595 -2.703  0.062
O3 0.230 4.985 -0.788  -0.495
H15 -6.979 -1.345 3.376  0.319
H16 5.126 8.019 1.480  0.336
O4 2.929 0.270 -4.097  -0.163
H17 -1.466 -0.265 2.041  -0.026
H18 -6.966 -0.356 4.787  0.327
H19 -5.106 -1.911 5.742  0.473
H20 -1.193 5.680 0.500  0.337
H21 -1.646 -4.330 3.010  0.398
H22 -0.021 -2.674 2.080  -0.365
C7 3.481 4.410 0.839  -0.545
H23 -3.405 2.347 1.887  -0.019
H24 -3.653 0.440 0.132  -0.303
C8 -2.447 0.544 -1.762  0.297
H25 -0.745 0.264 -3.914  0.053
H26 -4.191 3.393 0.720  0.305
H27 0.167 5.437 -3.867  0.200
H28 -2.108 -4.052 0.276  0.691
C9 0.485 4.588 -4.472  -0.897
C10 -3.952 -2.530 1.128  -0.507
C11 5.194 -4.710 -0.896  -0.896
H29 1.446 -1.480 3.362  -0.029
H30 -0.231 3.001 -1.096  -2.438
H31 -2.642 -1.686 3.897  0.034
H32 0.979 -3.714 -2.123  0.084
N2 0.133 -2.327 -5.054  -0.238
H33 1.780 -4.534 -3.364  0.632
O5 -0.530 -3.912 -7.003  -0.618
H34 0.821 -0.759 4.790  0.059
F2 0.857 0.482 -0.194  0.222
H35 2.930 -3.560 -0.683  0.103
H36 -1.212 6.394 -1.125  0.388
C12 3.348 -2.270 -4.125  -0.483
H37 1.425 -4.344 5.127  0.522
C13 -4.627 -1.916 4.763  -1.226
C14 -1.071 5.471 -0.563  -0.772
C15 -2.968 0.738 5.705  -0.916
H38 3.833 3.401 1.057  0.444
H39 -4.038 0.895 5.846  0.303
C16 1.963 -3.796 -2.583  -0.547
C17 -2.487 1.121 4.248  -0.266
H40 5.543 -5.743 -0.897  0.321
C18 1.065 -3.989 4.161  -0.569
H41 -3.296 -1.060 6.734  0.431
O6 -0.107 3.527 -3.780  -0.156
O7 0.350 -2.796 4.460  -0.200
H42 1.315 -2.404 -3.983  0.081
H43 5.040 -4.474 0.157  0.312
H44 2.616 -5.205 -1.173  0.541
H45 -2.387 1.378 6.368  0.468
H46 -1.748 -0.954 6.202  0.383
H47 3.420 8.608 1.481  0.232
H48 -4.343 -3.188 0.353  0.473
F3 0.489 -1.626 -0.917  0.038
H49 1.971 -1.734 -2.667  -0.491
H50 0.409 3.214 0.531  0.660
H51 2.133 -1.821 4.971  0.410
H52 2.515 5.335 -0.928  0.506
H53 -2.285 2.192 4.231  0.635
H54 4.660 -0.213 -3.054  0.322
H55 -2.533 3.768 1.151  0.254
H56 6.091 -4.116 -1.075  0.343
O8 -5.041 -0.751 3.926  -0.037
C19 -3.346 1.180 -0.608  -0.203
C20 -6.459 -0.503 3.833  -0.917
H57 -2.706 -2.735 5.352  0.436
C21 -1.629 -3.156 0.672  -0.135
F4 1.772 -1.383 0.875  -0.224
C22 1.920 3.319 -0.962  -1.254
N3 2.891 4.456 -0.602  0.042
H58 1.006 -5.731 2.982  0.317
O9 -2.596 -2.710 1.627  -0.101
N4 -0.758 -4.576 2.595  -0.101
H59 0.755 1.797 -4.843  0.370
H60 -4.844 -2.853 4.251  0.433
O10 -0.837 -1.447 -7.182  -0.616
F5 1.311 -2.378 -7.190  -0.327
O11 -2.502 -1.928 -4.887  -0.627
O12 -2.603 2.222 -0.054  0.036
H61 0.229 1.015 -2.672  -0.309
H62 4.178 7.542 2.808  0.328
H63 -3.254 0.955 3.492  -0.027
C23 4.094 7.795 1.751  -0.790
N5 2.075 -2.493 -3.324  1.796
H64 3.453 -3.179 -4.718  0.520
H65 -0.898 -5.421 2.060  0.406
C24 3.231 -0.948 -4.908  -0.726
H66 0.189 0.427 2.448  0.127
O13 3.665 6.717 1.009  -0.269
H67 -1.544 -2.409 -0.117  -0.295
H68 1.852 3.239 -2.047  0.220
H69 4.066 -0.790 -5.590  0.438
H70 4.143 -2.387 -3.388  0.464
C25 0.469 3.580 -0.493  2.643
C26 -3.107 -1.844 4.870  -0.101
C27 -0.422 -3.517 1.518  0.027
H71 -1.817 4.738 -0.868  0.085
S2 -1.401 -2.820 -4.532  0.970
H72 2.556 4.641 1.368  0.357
O14 4.348 -4.257 -1.923  -0.373
B1 1.400 -0.837 -0.365  -0.700
H73 5.226 5.538 0.389  0.406
H74 0.113 4.912 -5.444  0.372
F6 2.487 -0.801 -1.252  -0.080
H75 -1.528 0.030 -1.480  -0.613
H76 0.395 -4.074 1.059  0.307
C28 4.001 0.639 -3.222  -0.444
H77 4.821 5.324 2.070  0.444
H78 -4.117 -1.537 0.711  -0.027
H79 -1.688 2.300 -2.005  -0.243
H80 -3.094 -0.095 -2.362  0.596
N6 -2.713 -0.790 5.954  -0.100
C29 0.356 -5.071 3.557  -0.738
C30 -3.234 2.948 0.994  -0.541

Output
* lowest unoccupied orbital energy: -6.4 eV
* molecular weight: 937.9 u
* charge: +3
* orbital gap: 8.31 eV



Record 3
The following is a DFT calculation (the ωB97M-V functional and the def2-TZVPD basis) of a cluster of 8 separate species, C6H29O8 in total at a distorted geometry.

Each line ends with the Löwdin spin population.
Atoms and positions in Å:
H1 -1.820 0.703 0.105  0.001
H2 1.200 -1.086 -5.344  0.000
H3 -0.216 0.697 -6.102  0.000
H4 1.536 0.935 -3.655  0.003
O1 -2.668 0.750 1.825  0.010
O2 1.013 -0.372 0.486  0.058
H5 -0.822 -0.760 3.278  0.013
H6 -2.794 2.202 4.800  0.003
H7 3.582 1.731 -0.126  0.039
C1 -3.025 1.863 3.790  0.008
O3 -1.208 0.374 -0.553  0.018
C2 -1.700 -0.337 3.766  0.032
C3 0.453 -0.825 -4.594  0.001
O4 1.360 -2.831 -1.182  0.020
O5 1.886 1.479 2.073  0.232
H8 0.207 -2.134 -3.265  0.001
H9 -2.569 -0.995 3.767  0.001
O6 1.344 -1.728 2.650  0.085
O7 -0.262 -1.927 -4.076  0.002
H10 4.303 1.283 -1.379  0.008
H11 2.715 1.957 2.104  0.087
H12 -1.251 -0.555 -5.934  0.000
C4 -1.981 0.961 3.048  0.032
C5 1.004 0.023 -3.384  0.008
H13 -3.600 0.677 2.040  0.000
H14 0.139 -0.127 0.174  0.007
C6 -0.559 0.020 -5.319  0.000
H15 -1.767 0.006 -1.237  0.002
H16 0.185 0.205 -2.688  0.002
H17 0.796 -1.797 3.432  0.019
H18 2.241 -1.776 2.980  0.038
H19 -3.978 1.334 3.792  0.000
H20 -3.264 2.750 3.203  0.002
H21 2.144 -2.291 -1.077  0.007
H22 -1.101 0.572 -4.552  0.000
H23 1.739 -0.514 -2.785  0.004
H24 -1.035 1.473 2.869  0.030
H25 1.481 1.648 2.924  0.093
H26 0.918 -1.219 0.929  0.012
H27 1.502 0.313 0.948  0.024
H28 -1.303 -0.199 4.772  0.015
H29 1.668 -3.615 -1.637  0.001
O8 3.507 1.133 -0.869  0.083

Output
* spin multiplicity: 2
* lowest unoccupied orbital energy (alpha / beta): 0.4 / 0.2 eV
* molecular weight: 229.3 u
* orbital gap (alpha / beta): 3.29 / 10.46 eV